Entry from OMol25: a cluster of 2 separate species, C6H9N2O2 in total at a distorted geometry (ωB97M-V/def2-TZVPD).

Atoms and positions in Å:
C (-0.43839, -1.05434, -3.12077)
C (0.43880, -2.05709, 0.25963)
C (0.62600, -0.04570, -0.82272)
C (0.10311, -1.05315, -1.68488)
N (0.77559, -0.72020, 0.37104)
N (0.11928, -2.28097, -1.00561)
H (0.97691, -0.22302, 1.31237)
H (0.42518, -2.67411, 1.10923)
H (0.95535, 0.94791, -0.98585)
H (-1.40647, -1.58648, -3.31772)
H (0.32916, -1.72654, -3.60055)
H (-0.53750, -0.15779, -3.68391)
C (-0.75229, 1.94122, 1.66647)
C (0.24731, 1.61015, 2.81401)
O (0.86885, 0.52925, 2.71849)
O (0.34295, 2.47446, 3.73599)
H (-0.26472, 2.27973, 0.77847)
H (-1.43613, 2.71521, 2.11195)
H (-1.37300, 1.08145, 1.34437)

Multiplicity: 1
Energy above the lowest of the compared OMol25 structures with the same formula, charge and spin, kcal/mol: 21.6
HOMO level, eV: -4.75
Calculated total energy, Ha: -494.08827
Charge: -1
Molecular weight, Da: 141.2
HOMO-LUMO gap, eV: 8.3004

Atomic partial charges in e from the Mulliken method, atoms 1 to 8:
1 C -1.019
2 C -0.178
3 C -0.571
4 C 0.478
5 N -0.008
6 N -0.727
7 H 0.368
8 H 0.438

---

Entry from OMol25: the ion CH6N4O with charge +2 at a distorted geometry (ωB97M-V/def2-TZVPD).

Atoms and positions in Å:
H (-3.67127, -0.17281, 0.21617)
N (-2.71804, -0.65090, 0.06393)
N (-1.79250, 0.80859, -0.12638)
O (-0.46193, 0.71580, -0.11424)
C (0.15407, -0.42430, 0.25431)
N (1.46448, -0.54442, 0.11616)
N (2.37956, 0.31699, -0.15644)
H (-2.54399, 1.45559, -0.34499)
H (-0.40470, -1.37143, 0.23713)
H (1.94200, -1.44744, 0.18238)
H (3.43216, -0.01012, -0.12027)
H (2.22017, 1.32446, -0.20775)

SMILES string: [H]/N=[NH+]/O/C=[NH+]\N
Multiplicity: 1
Energy above the lowest of the compared OMol25 structures with the same formula, charge and spin, kcal/mol: 109.1
HOMO level (spin up / spin down), eV: -19.63 / -19.91
Calculated total energy, Ha: -334.93497
Charge: +2
Molecular weight, Da: 90.1
HOMO-LUMO gap (spin up / spin down), eV: 7.1700 / 8.8922

Atomic partial charges in e from the Mulliken method, atoms 1 to 8:
1 H 0.336
2 N -0.110
3 N -0.070
4 O -0.010
5 C 0.159
6 N 0.366
7 N -0.473
8 H 0.407

---

Entry from OMol25: a structure of composition C26H25IrNSi at a distorted geometry (ωB97M-V/def2-TZVPD).

Atoms and positions in Å:
C (-2.10850, 1.00172, 0.83073)
C (-1.42140, 1.89419, -0.04012)
C (-0.17863, 2.21293, 0.54247)
C (-0.05406, 1.50521, 1.76523)
C (-1.25934, 0.76199, 1.96166)
Ir (-0.19378, -0.02649, 0.22352)
C (-0.26536, -0.37572, -2.01061)
C (-0.98485, -1.67649, -2.40176)
C (-2.07078, -2.28311, -2.04506)
N (0.42839, -1.80934, 0.86197)
H (0.58980, 2.92466, 0.12887)
H (-1.79835, 2.33420, -0.99582)
H (0.82561, 1.56163, 2.45618)
H (-1.48554, 0.11551, 2.84666)
H (-3.12361, 0.60812, 0.66384)
H (-0.78794, 0.54439, -2.43350)
H (-0.90673, -1.82910, 0.76234)
H (0.82896, -0.30821, -2.28050)
H (-2.94091, -2.19758, -2.90298)
H (-2.38556, -3.12653, -1.10914)
C (4.00972, -2.94750, -3.02315)
C (2.95456, -3.40461, -2.23624)
C (2.38672, -2.57295, -1.25994)
C (2.88033, -1.27190, -1.06998)
C (3.95069, -0.81998, -1.83712)
C (4.50830, -1.65010, -2.82865)
Si (2.11651, -0.26926, 0.33749)
C (2.62642, -1.05993, 1.98130)
C (1.67067, -1.49433, 2.90000)
C (2.05176, -2.13334, 4.08746)
C (3.40199, -2.36289, 4.33427)
C (4.36611, -1.96963, 3.40081)
C (3.96094, -1.32464, 2.20316)
C (2.92983, 1.48184, 0.26590)
C (3.57819, 1.98751, 1.40228)
C (4.20091, 3.24570, 1.35439)
C (4.17375, 4.00354, 0.18902)
C (3.52481, 3.50744, -0.95044)
C (2.90935, 2.24236, -0.90958)
H (4.45296, -3.59516, -3.78302)
H (2.55527, -4.41445, -2.36764)
H (1.55122, -2.92386, -0.65428)
H (4.37293, 0.17249, -1.66875)
H (5.33262, -1.29019, -3.43733)
H (0.58584, -1.38370, 2.68407)
H (1.27738, -2.45021, 4.79165)
H (3.71265, -2.85701, 5.26489)
H (5.41686, -2.14707, 3.57746)
H (4.71948, -1.04214, 1.46559)
H (3.61000, 1.39738, 2.31722)
H (4.70325, 3.62333, 2.24932)
H (4.65274, 4.98838, 0.15878)
H (3.49953, 4.09183, -1.86622)
H (2.42102, 1.85272, -1.80673)

<S²>: 8.79
Multiplicity: 6
Energy above the lowest of the compared OMol25 structures with the same formula, charge and spin, kcal/mol: 92.0
HOMO level (spin up / spin down), eV: -4.64 / -8.57
Calculated total energy, Ha: -1453.85707
Molecular weight, Da: 571.8
HOMO-LUMO gap (spin up / spin down), eV: 4.9384 / 5.8787

Atomic partial charges in e from the Mulliken method, atoms 1 to 8:
1 C -0.287
2 C -0.836
3 C -0.149
4 C -0.667
5 C -0.516
6 Ir 0.649
7 C -0.298
8 C -0.557